[1]
ORCA calculation (the ωB97M-V functional and the def2-TZVPD basis) on a molecular structure, C59H47CsN4O2P2Se2.

- net charge = -2
- E_tot (eV) = -221821.6052
- orbital gap (eV) = 5.68
- relative energy (zero: lowest compared OMol25 entry of this formula, charge and spin) (kcal per mole) = 41.97
- largest force on an atom (eV/Å) = 2.3

Last column: Mulliken charge in e.
Element x y z (Å)
Cs -1.323873 -0.943722 -1.097682  1.859
O -0.717400 -3.275400 -0.701429  -0.705
C -1.026165 -4.348359 -1.439657  2.530
C -2.459237 -4.151864 -2.143612  -1.408
C -2.495170 -3.231679 -3.345076  0.137
C -2.097253 -3.692933 -4.596170  -0.273
C -2.108510 -2.818438 -5.666673  -1.321
C -2.505688 -1.507279 -5.464186  -0.249
C -2.910020 -1.109108 -4.192509  -0.146
C -3.359890 0.315318 -3.929049  -1.583
C -2.197333 1.336751 -3.504904  2.076
O -1.814118 1.160547 -2.234375  -0.678
C -1.050034 1.131371 -4.534008  -0.891
C 0.156279 0.567773 -4.134554  0.833
C 1.185090 0.378618 -5.053829  -0.511
C 1.022268 0.753665 -6.380684  -0.579
C -0.178046 1.335161 -6.783557  -0.866
C -1.198830 1.525672 -5.863371  -0.250
C -2.742186 2.786990 -3.661808  -0.433
C -4.091481 3.121190 -3.637928  -0.309
C -4.509747 4.451583 -3.647803  -0.744
C -3.580417 5.479275 -3.680713  -0.392
C -2.223358 5.159249 -3.689302  -0.734
C -1.819519 3.835535 -3.676051  -0.337
N -2.920720 -1.970442 -3.161051  -0.416
C 0.073213 -4.573297 -2.523457  -0.607
C 0.573293 -3.440898 -3.189135  0.727
C 1.587747 -3.535860 -4.122865  -0.710
C 2.150897 -4.773890 -4.428842  -0.663
C 1.678303 -5.901772 -3.778745  -0.873
C 0.650661 -5.795890 -2.838051  -0.162
C -1.178393 -5.627507 -0.556695  -0.656
C -0.704177 -5.520952 0.747261  -0.580
C -0.780817 -6.588639 1.633417  -0.688
C -1.342798 -7.795276 1.232406  -0.362
C -1.822917 -7.916881 -0.065820  -1.047
C -1.739275 -6.842362 -0.946904  0.406
H -3.094041 -3.735696 -1.357136  0.395
H -2.869179 -5.119567 -2.449481  0.525
H -1.765765 -4.717567 -4.708765  0.441
H -1.789987 -3.149062 -6.648807  0.370
H -2.510612 -0.795121 -6.278050  0.478
H -4.060301 0.309194 -3.093316  0.696
H -3.866890 0.684973 -4.826696  0.516
H 0.296045 0.304363 -3.090807  -0.388
H 2.122217 -0.053500 -4.721477  0.458
H 1.825584 0.607453 -7.093192  0.382
H -0.310560 1.647722 -7.813711  0.369
H -2.126565 1.993746 -6.178225  0.453
H -4.840067 2.339939 -3.592719  0.328
H -5.569785 4.679217 -3.624400  0.369
H -3.902460 6.513918 -3.692991  0.377
H -1.478340 5.947054 -3.697077  0.362
H -0.762554 3.592999 -3.654246  0.430
H 0.173081 -2.457478 -2.963236  -0.320
H 1.934271 -2.637078 -4.619615  0.353
H 2.950921 -4.848019 -5.156198  0.394
H 2.114468 -6.872921 -3.985656  0.388
H 0.318540 -6.696426 -2.332218  0.383
H -0.295420 -4.557833 1.027857  0.436
H -0.406739 -6.473694 2.644559  0.397
H -1.411031 -8.627777 1.923299  0.362
H -2.267185 -8.849705 -0.395313  0.358
H -2.110246 -6.971546 -1.959427  0.333
Se 2.224989 -0.286414 5.995958  -0.455
P 0.876642 1.162815 5.241662  1.021
C -0.326695 1.598570 6.554621  0.531
C -1.228913 0.629088 7.004830  -0.453
C -2.051657 0.889176 8.084329  -0.688
C -1.985759 2.115364 8.743245  -0.402
C -1.089978 3.075330 8.309834  -0.695
C -0.263275 2.814784 7.218529  -0.270
C 1.682953 2.736553 4.818693  0.191
C 3.058087 2.884210 4.927445  -1.043
C 3.653292 4.099038 4.602407  -0.662
C 2.873088 5.168443 4.187128  -0.591
C 1.493257 5.026057 4.087358  -0.714
C 0.902951 3.810730 4.393769  0.025
C -0.086013 0.788125 3.779336  0.184
C 0.154327 0.564603 2.419344  -0.295
N -1.027034 0.250040 1.859876  0.574
N -1.947902 0.283083 2.808328  -1.400
N -1.407918 0.600336 3.977588  0.070
P 1.627959 0.772704 1.403464  0.857
Se 1.751124 -0.061160 -0.534845  -0.542
C 2.977337 0.122815 2.434930  0.316
C 2.994476 -1.257138 2.644631  -0.837
C 4.045497 -1.842345 3.325761  -0.678
C 5.094553 -1.062014 3.800827  -0.571
C 5.081251 0.307458 3.598109  -0.626
C 4.023021 0.898617 2.915591  -0.107
C 1.832087 2.575486 1.258669  0.286
C 0.721143 3.397179 1.405824  -0.205
C 0.806138 4.751691 1.101389  -1.067
C 2.005906 5.294775 0.672352  -0.441
C 3.120856 4.474938 0.516987  -0.899
C 3.027476 3.119402 0.785062  -0.179
H -1.288612 -0.322985 6.497722  0.397
H -2.752682 0.132011 8.412828  0.363
H -2.631240 2.314533 9.590431  0.357
H -1.026517 4.031907 8.814018  0.384
H 0.435432 3.577815 6.897279  0.252
H 3.643879 2.035709 5.262517  0.620
H 4.729355 4.204712 4.668980  0.377
H 3.338203 6.112323 3.929417  0.384
H 0.882252 5.852321 3.747119  0.453
H -0.169354 3.683570 4.285751  0.496
H 2.189491 -1.871062 2.257824  0.624
H 4.045042 -2.912246 3.490273  0.375
H 5.913923 -1.523246 4.339230  0.327
H 5.887980 0.922959 3.978607  0.440
H 4.010079 1.972694 2.779624  0.428
H -0.220959 2.968405 1.725667  0.486
H -0.074563 5.375416 1.192357  0.568
H 2.071735 6.350742 0.439360  0.425
H 4.054163 4.888325 0.154981  0.417
H 3.871344 2.469916 0.587440  0.555

Cartesian forces (eV/Å) of the 6 atoms listed first:
Cs -0.411 0.629 2.142
O 0.458 -2.162 -0.093
C -0.153 -0.143 -0.071
C 0.151 0.034 -0.253
C -0.200 0.022 0.320
C -0.043 -0.008 -0.094

=====

[2]
ORCA calculation (the ωB97M-V functional and the def2-TZVPD basis) on a molecular structure, C59H48IrN8O2P2.

- net charge = +3
- E_tot (eV) = -99371.9302
- orbital gap (eV) = 4.70
- largest force on an atom (eV/Å) = 3.2

Last column: Mulliken charge in e.
Element x y z (Å)
Ir 0.192232 -0.669654 0.720786  2.993
C 0.658722 -1.936141 -4.665541  -1.275
N 0.336226 -1.980024 -3.237214  0.923
C 0.838190 -1.244264 -2.270883  -0.509
N 0.227937 -1.556177 -1.124883  0.096
C -0.664965 -2.524546 -1.490958  -1.313
N -0.624826 -2.794147 -2.764210  -0.982
C 0.202751 -0.637259 -5.284638  0.781
C 0.858162 -0.143150 -6.407653  -0.865
C 0.405565 1.016330 -7.024328  -0.838
C -0.681907 1.703695 -6.512608  -0.593
C -1.326232 1.215383 -5.379022  0.311
C -0.893112 0.040751 -4.776752  0.330
C -2.448227 1.950953 -4.803831  -0.275
N -2.899205 3.108663 -5.125619  -0.442
N -3.949213 3.370924 -4.247326  -0.585
C -4.029057 2.350773 -3.474707  0.020
O -3.102200 1.393840 -3.751899  -0.138
C -4.918399 2.110462 -2.340608  0.365
C -5.866453 3.058159 -1.955328  -0.504
C -6.657723 2.816654 -0.847113  -0.887
C -6.494684 1.654991 -0.096796  -0.716
C -5.552956 0.710903 -0.481337  0.791
C -5.304078 -0.535862 0.322077  -1.481
N -3.941096 -0.514635 0.863551  1.003
C -2.818142 -0.844489 0.258724  -0.382
N -1.798311 -0.591013 1.083536  -0.462
C -2.403111 -0.064023 2.192689  -0.611
N -3.694373 -0.010552 2.083043  -0.916
C -4.785628 0.933165 -1.616300  0.172
H 0.150307 -2.801148 -5.095822  0.323
H 1.733717 -2.079829 -4.783903  0.468
H 1.611192 -0.516416 -2.411162  0.726
H -1.299830 -3.041269 -0.802061  0.950
H 1.712918 -0.667054 -6.813331  0.500
H 0.903750 1.381992 -7.909341  0.465
H -1.036981 2.611052 -6.978563  0.532
H -1.428557 -0.338892 -3.916902  0.752
H -5.976886 3.965387 -2.531289  0.583
H -7.400423 3.542629 -0.552998  0.454
H -7.104222 1.490255 0.780082  0.447
H -5.388764 -1.439230 -0.285385  0.315
H -5.971961 -0.623311 1.177565  0.470
H -2.760803 -1.273218 -0.723054  0.584
H -1.879469 0.270932 3.066256  0.701
H -4.073882 0.191223 -1.953938  0.602
C 4.882639 1.367306 4.519044  -1.609
C 4.844502 0.847744 3.070855  1.405
C 6.261996 0.855085 2.475518  -1.647
C 4.298994 -0.564738 3.073094  0.701
C 4.995770 -1.585710 3.720508  -0.477
C 4.527452 -2.888039 3.795471  -1.619
C 3.314755 -3.216358 3.211876  -0.221
C 2.602656 -2.222132 2.546898  0.242
P 0.981717 -2.597591 1.912472  0.958
C 1.049639 -4.053427 0.871707  0.798
C 2.242276 -4.432877 0.256239  -1.169
C 2.262738 -5.540738 -0.578759  -0.873
C 1.100515 -6.260150 -0.808626  -0.735
C -0.094586 -5.874458 -0.212978  -0.897
C -0.125006 -4.768359 0.617479  -1.019
C -0.068448 -2.914507 3.339231  0.651
C -0.438781 -1.803118 4.097567  -0.881
C -1.177330 -1.961792 5.255819  -0.969
C -1.542570 -3.238571 5.665343  -0.701
C -1.155104 -4.348269 4.931053  -0.765
C -0.418795 -4.194990 3.764708  -0.510
C 3.094884 -0.920548 2.481746  -0.294
O 2.280881 0.001978 1.798488  0.299
C 2.744243 1.324162 1.687896  -0.526
C 1.938567 2.184241 0.954418  0.311
C 2.319408 3.511306 0.757516  -0.261
C 3.499992 3.960065 1.320669  -1.560
C 4.286961 3.082086 2.049181  -0.511
C 3.941610 1.746041 2.251339  0.849
P 0.435046 1.629795 0.163498  1.366
C 0.686230 2.070024 -1.573198  1.158
C 1.914732 1.701615 -2.131831  -1.193
C 2.234744 2.072585 -3.425422  -0.721
C 1.334909 2.825862 -4.169896  -0.779
C 0.127181 3.213925 -3.616525  -0.920
C -0.206894 2.833275 -2.322472  -0.521
C -0.966805 2.520439 0.842026  1.063
C -2.215528 2.431550 0.209200  -0.559
C -3.305230 3.099630 0.733297  -0.383
C -3.171553 3.824406 1.913334  -1.043
C -1.949734 3.883635 2.566611  -1.005
C -0.842688 3.232134 2.035643  -1.328
H 5.541612 0.753487 5.128099  0.442
H 3.890383 1.354594 4.969475  0.350
H 5.259493 2.387176 4.550219  0.442
H 6.932844 0.239711 3.069322  0.424
H 6.675675 1.860125 2.469003  0.417
H 6.264624 0.476572 1.453821  0.373
H 5.937418 -1.348757 4.193918  0.491
H 5.099558 -3.641013 4.317014  0.466
H 2.926273 -4.223668 3.277908  0.630
H 3.154879 -3.881167 0.439736  0.464
H 3.189479 -5.848381 -1.040603  0.511
H 1.124452 -7.129313 -1.449982  0.467
H -0.996049 -6.443136 -0.390566  0.488
H -1.055096 -4.477846 1.090707  0.724
H -0.101041 -0.811146 3.805494  0.874
H -1.458477 -1.103341 5.847925  0.485
H -2.118821 -3.368049 6.569690  0.439
H -1.419615 -5.339310 5.269599  0.488
H -0.116795 -5.068039 3.204633  0.477
H 1.699718 4.179224 0.174261  0.650
H 3.811176 4.985154 1.185533  0.462
H 5.209386 3.448535 2.475157  0.482
H 2.644813 1.159435 -1.537001  0.432
H 3.193543 1.803457 -3.844831  0.521
H 1.589933 3.132312 -5.173414  0.555
H -0.558538 3.827494 -4.184913  0.635
H -1.136591 3.179545 -1.899972  0.531
H -2.337242 1.854003 -0.700178  0.597
H -4.263385 3.054887 0.224178  0.227
H -4.026189 4.342868 2.323205  0.478
H -1.850625 4.447677 3.482171  0.493
H 0.111224 3.301575 2.539349  0.500

Cartesian forces (eV/Å) of the 6 atoms listed first:
Ir 2.744 0.871 1.406
C 0.037 -0.038 -0.128
N 0.116 -0.220 0.124
C 0.417 0.384 0.145
N -1.019 0.122 0.610
C -0.068 -0.231 -0.164